No. 1
A gas-phase ion, C26H43BBr2N2O6PS (charge +1) in a non-equilibrium geometry, computed with ωB97M-V/def2-TZVPD.

ORCA input file:
```
! RIJCOSX wB97M-V def2-TZVPD def2/J DEFGRID3
* xyz 1 1
C -0.35808 -2.66829 -0.22854
C 0.41419 -1.81351 -0.51942
N 1.37220 -0.81166 -0.79270
C 2.56413 -1.32798 -1.56862
C 2.72178 -2.82992 -1.65712
O 3.60026 -2.96713 -2.79738
C 3.40582 -4.11299 -3.49846
O 3.35744 -4.12823 -4.68452
C 1.75464 -0.08295 0.49383
C 2.71272 -0.73311 1.50325
Br 2.41036 -2.64905 1.84460
C 4.24103 -0.44882 1.38242
C 4.68728 0.83478 0.68340
Br 5.30123 -1.91023 0.58026
C 0.47019 0.64003 0.99959
C -0.25155 -0.26952 2.00413
O -0.23299 0.40176 3.27826
C -1.06609 -0.21566 4.20077
C -0.38151 -1.06279 5.22824
O -2.24665 -0.07047 4.13323
B 0.92995 1.95711 1.87259
O 2.28523 1.96348 2.18325
C 0.15147 3.23302 2.35283
C -1.34806 3.28596 2.66524
C -0.29217 1.00333 -0.33301
C -1.76556 0.68866 -0.45534
C -2.77122 1.13118 0.62351
C -4.07536 0.32705 0.45988
C -5.11907 1.02721 -0.43621
C -6.19181 1.72032 0.39750
O 0.03625 2.41668 -0.55843
C -0.92304 3.25950 -0.73039
N -1.75700 4.02026 -0.94858
C 0.53029 0.26323 -1.53299
S 1.58666 1.41985 -2.48048
P -0.65754 -0.43537 -2.93153
C -0.69343 0.91262 -4.17912
C 0.16181 -1.80257 -3.87612
C -0.49471 -3.17281 -3.59113
H -1.00740 -3.47066 0.02485
H 2.50556 -0.95751 -2.57945
H 3.45675 -0.87130 -1.15905
H 3.20474 -3.27324 -0.79424
H 1.78575 -3.32590 -1.87974
H 3.32670 -5.03393 -2.90530
H 2.33323 0.74137 0.09144
H 2.41534 -0.33923 2.46258
H 4.61822 -0.41986 2.39553
H 4.59240 1.68000 1.35264
H 5.73895 0.73988 0.44222
H 4.17868 1.03806 -0.25145
H -1.25937 -0.53896 1.71184
H 0.25972 -1.21790 2.13517
H 0.69085 -0.90812 5.21997
H -0.79000 -0.80536 6.19927
H -0.61276 -2.10781 5.04441
H 2.39122 2.05381 3.13838
H 0.36472 3.99290 1.59380
H 0.68416 3.60249 3.23059
H -1.94639 3.52251 1.79575
H -1.73982 2.39449 3.13961
H -1.52947 4.10652 3.35574
H -2.13602 1.11955 -1.38653
H -1.85973 -0.38190 -0.58888
H -2.42826 1.01019 1.64095
H -3.02923 2.17073 0.46030
H -4.50098 0.22316 1.45680
H -3.87046 -0.69138 0.12873
H -5.58248 0.28188 -1.07620
H -4.60070 1.76521 -1.04750
H -6.59616 1.02622 1.12829
H -7.00879 2.05130 -0.23679
H -5.76943 2.57637 0.91799
H 2.57659 1.66980 -1.60530
H 0.20185 0.98310 -4.78798
H -0.97709 1.86505 -3.74315
H -1.51175 0.60191 -4.82664
H 1.24325 -1.85398 -3.83669
H -0.06821 -1.55989 -4.91136
H -1.30975 -3.07105 -2.88163
H -0.90947 -3.58338 -4.50423
H 0.20640 -3.89901 -3.19137
*
```

Properties
- Frontier orbital gap: 9.1 eV
- SMILES: C#C[N@+]1(CCOC=O)[C@H]([C@@H](Br)[C@H](C)Br)[C@@](COC(C)=O)(B(O)CC)[C@@](CCCCC)(OC#N)[C@]1(S)P(C)CC
- E: -203799.025 eV
- LUMO: -2.65 eV



No. 2
A molecular structure, C26H43BF4N3O2RuSSbSi3 in a non-equilibrium geometry, computed with ωB97M-V/def2-TZVPD.

ORCA input file:
```
! RIJCOSX wB97M-V def2-TZVPD def2/J DEFGRID3
* xyz -1 6
Ru -0.48037 -0.64723 0.89223
C 2.64325 0.67076 4.04380
C 1.30932 0.64680 3.33303
O 1.27364 0.23895 2.16062
C 0.18244 1.14544 4.06132
C -1.11726 1.28534 3.63088
C -2.09584 1.98376 4.52635
N -1.56627 0.79437 2.43458
N -2.82888 1.10235 2.21680
C -3.34785 0.42289 1.12421
O -2.76843 -0.49880 0.55318
C -4.71918 0.83762 0.72247
C -5.46175 1.74172 1.47435
C -6.73938 2.09637 1.06827
C -7.27274 1.55549 -0.09354
C -6.52654 0.66034 -0.84975
C -5.25216 0.30155 -0.44517
H 3.44335 0.50578 3.32518
H 2.66833 -0.12595 4.79099
H 2.79721 1.61709 4.56289
H 0.40614 1.52847 5.04883
H -1.58981 2.33777 5.42233
H -2.90991 1.31262 4.80394
H -2.55818 2.82432 4.00939
H -5.02832 2.15714 2.37283
H -7.31680 2.79932 1.65553
H -8.26651 1.84035 -0.41640
H -6.93438 0.25223 -1.76581
H -4.63919 -0.36728 -1.03201
S -1.25540 -2.85675 2.16319
C -1.73072 -3.25058 0.54229
C -2.67837 -4.22493 0.18462
C -3.04470 -4.35185 -1.13407
C -2.47808 -3.51953 -2.10413
C -1.54263 -2.60025 -1.68465
N -1.15886 -2.49686 -0.41244
H -3.12735 -4.83013 0.95935
H -3.79219 -5.08422 -1.41598
H -2.76704 -3.57252 -3.14364
H -1.08020 -1.90035 -2.37356
F -0.89712 1.97400 -2.80625
B -1.91351 2.10522 -1.84494
F -2.49031 3.37181 -1.93667
F -2.87592 1.11244 -2.03862
F -1.33351 1.96678 -0.53853
C 4.47816 -0.24318 -3.13124
Si 2.62155 -0.45555 -3.17540
C 1.95316 0.82240 -4.37325
C 2.26659 -2.15662 -3.87874
Sb 1.25851 -0.06423 -1.05083
Si 2.47423 -1.98135 0.41454
C 2.05528 -3.53071 -0.54915
C 2.34749 -2.44557 2.22780
C 4.32368 -1.68807 0.22004
Si 2.15900 2.25293 -0.39950
C 1.22548 3.02135 1.01837
C 3.97910 2.21022 0.05226
C 1.95745 3.37788 -1.86693
H 4.80882 -0.30577 -4.17375
H 4.99802 -1.01202 -2.56870
H 4.78129 0.72806 -2.74229
H 1.91102 0.37106 -5.36861
H 2.61722 1.68494 -4.42715
H 0.95655 1.17370 -4.11002
H 2.42722 -2.11727 -4.95992
H 1.24247 -2.48567 -3.70229
H 2.93684 -2.91106 -3.46540
H 1.12104 -3.96654 -0.19150
H 2.86091 -4.25634 -0.39562
H 1.94650 -3.35739 -1.61616
H 1.37272 -2.31361 2.68715
H 3.09994 -1.89247 2.79013
H 2.59653 -3.51110 2.26147
H 4.63023 -1.82354 -0.81313
H 4.85410 -2.42739 0.82950
H 4.64298 -0.69862 0.53984
H 1.70300 2.81498 1.97463
H 0.18856 2.69265 1.05696
H 1.23007 4.10358 0.85658
H 4.21671 1.39536 0.73310
H 4.24453 3.14982 0.54661
H 4.60939 2.10975 -0.83255
H 0.91146 3.46242 -2.16083
H 2.52367 3.04867 -2.73478
H 2.33050 4.36238 -1.56851
*
```

Properties
- Frontier orbital gap (spin up / spin down): 6.9 / 6.0 eV
- ΔE to the lowest compared entry with this formula, charge and spin: 10.66 kJ/mol
- ⟨S²⟩: 8.787
- E: -91369.158 eV
- LUMO (spin up / spin down): 2.52 / 1.16 eV



No. 3
A molecular structure, C26H43Br2NO5SSr in a non-equilibrium geometry, computed with ωB97M-V/def2-TZVPD.

ORCA input file:
```
! RIJCOSX wB97M-V def2-TZVPD def2/J DEFGRID3
* xyz 0 1
Sr -0.19552 -0.42785 -0.33493
C 2.80420 -2.54091 1.33993
O 1.96696 -1.46004 1.74370
C 1.21570 -1.74201 2.91720
C 0.04238 -2.64765 2.68844
O -0.98327 -1.92708 2.00671
C -2.13755 -2.73972 1.71436
C -1.94213 -3.67472 0.55454
O -2.30368 -2.93232 -0.58411
C -2.15677 -3.67424 -1.79056
H 3.48980 -2.80323 2.15235
H 2.23448 -3.41951 1.04260
H 3.37721 -2.20478 0.48123
H 1.85546 -2.18383 3.68726
H 0.84230 -0.79336 3.29029
H 0.33836 -3.52799 2.11101
H -0.33248 -2.98996 3.65677
H -2.43492 -3.28094 2.61258
H -2.93662 -2.05202 1.44350
H -0.90030 -4.01836 0.47683
H -2.58291 -4.55565 0.67608
H -2.78758 -4.57272 -1.76244
H -2.48077 -3.03258 -2.60409
H -1.11562 -3.96831 -1.94415
C 1.77268 2.28184 -2.26261
C 2.41191 0.95693 -2.61837
C 3.48917 0.87679 -3.52508
C 4.02015 -0.33839 -3.84279
C 3.49284 -1.52453 -3.27773
C 3.98449 -2.82872 -3.53715
Br 5.44717 -3.09786 -4.71698
C 3.41423 -3.91210 -2.94382
C 2.32020 -3.74977 -2.07032
Br 1.58517 -5.31362 -1.27718
C 1.75095 -2.51118 -1.76006
O 0.73221 -2.33237 -0.97048
C 2.40279 -1.37111 -2.39192
N 1.89805 -0.12581 -2.07592
H 2.41392 3.12227 -2.52588
H 1.55170 2.32472 -1.19131
H 0.81974 2.39618 -2.79147
H 3.88654 1.78496 -3.96490
H 4.84864 -0.41119 -4.53766
H 3.79604 -4.90609 -3.14576
C -1.85620 1.92370 5.27102
C -2.56666 1.65254 3.94318
C -1.89297 2.33604 2.75497
S -0.25797 1.62614 2.45723
O -0.13078 1.49519 0.94241
C 0.81035 3.00653 2.93981
C 1.11614 3.92638 1.76616
C -0.06014 4.78545 1.30008
H -2.36429 1.42595 6.09758
H -1.83194 2.99711 5.49179
H -0.82191 1.55812 5.25975
H -3.59674 2.00730 3.99629
H -2.61417 0.57527 3.75791
H -1.80214 3.41337 2.89773
H -2.41248 2.14152 1.81105
H 1.71998 2.54408 3.32811
H 0.30285 3.51609 3.76543
H 1.46875 3.32070 0.93121
H 1.95164 4.55565 2.07155
H -0.85702 4.17235 0.86620
H 0.26288 5.48522 0.52611
H -0.47868 5.37290 2.12543
C -2.08030 2.73835 -1.78172
C -2.11154 1.56091 -2.76139
C -3.27281 1.77766 -3.75211
C -2.12472 0.21506 -1.99976
H -1.93420 3.70329 -2.29063
H -1.28156 2.61663 -1.03770
H -3.03523 2.79253 -1.23814
H -1.18738 1.61082 -3.36109
H -4.22354 1.75154 -3.20219
H -3.29568 0.97372 -4.49552
H -3.21684 2.74456 -4.29384
H -2.12606 -0.60104 -2.75313
H -3.11398 0.12722 -1.48148
*
```

Properties
- Frontier orbital gap: 5.9 eV
- ΔE to the lowest compared entry with this formula, charge and spin: 62.28 kJ/mol
- E: -191143.287 eV
- LUMO: 0.11 eV



No. 4
A molecular structure, C26H43BrIIrN8S2, computed with ωB97M-V/def2-TZVPD.

ORCA input file:
```
! RIJCOSX wB97M-V def2-TZVPD def2/J DEFGRID3
* xyz 3 2
Ir 0.94238 -0.34010 0.64049
N 2.56678 -1.97658 4.15052
C 1.62561 -1.35626 3.43423
N 2.02096 -1.15202 2.18598
C 3.31472 -1.67890 2.08821
C 4.19271 -1.74773 1.00709
C 5.41042 -2.35309 1.22941
C 5.75463 -2.87633 2.48964
C 4.89340 -2.81420 3.56255
C 3.66400 -2.20320 3.33058
H 2.48047 -2.23057 5.12362
H 0.66875 -1.06587 3.84234
H 3.93313 -1.34683 0.03476
H 6.12462 -2.43021 0.42136
H 6.72292 -3.34026 2.61626
H 5.16139 -3.21846 4.52894
Br -2.22527 -1.29731 3.97669
C -3.88563 -0.73690 4.74164
C -4.24715 -1.34585 5.93183
C -5.45199 -1.00676 6.52739
C -6.28159 -0.07023 5.93212
C -5.91092 0.53518 4.74137
C -4.70576 0.20470 4.13518
I -4.21024 1.17671 2.35691
H -3.59601 -2.07931 6.38560
H -5.73816 -1.48031 7.45620
H -7.22327 0.19476 6.39256
H -6.55946 1.26708 4.28058
C -0.05805 -0.88765 -6.75799
N -1.12075 -0.82527 -5.76610
C -2.45470 -1.38673 -6.04416
C -3.25524 -1.03199 -4.77954
N -2.19583 -0.54754 -3.87693
C -1.04458 -0.38296 -4.53047
S 0.37869 0.32113 -3.85124
H 0.10551 -1.92354 -7.05338
H 0.86159 -0.48372 -6.34230
H -0.34100 -0.30432 -7.63285
H -2.36508 -2.46232 -6.19949
H -2.86607 -0.93683 -6.94554
H -3.76167 -1.89313 -4.35229
H -3.98381 -0.24344 -4.96172
H -2.37455 -0.11016 -2.98941
C -0.28072 5.66199 -0.66394
C -0.29232 4.69040 -1.82991
N -0.46309 3.28560 -1.39355
C 0.39354 2.29098 -1.29405
S -0.32271 0.68694 -1.07781
N 1.71685 2.37576 -1.33657
C 2.61087 3.54665 -1.47860
C 3.07153 3.74912 -2.91092
H -0.19733 6.68046 -1.04074
H 0.55800 5.48380 0.01099
H -1.20483 5.59627 -0.08962
H 0.60051 4.75820 -2.44361
H -1.13807 4.89293 -2.48599
H -1.41576 3.01809 -1.18520
H 2.17393 1.47988 -1.43950
H 3.46378 3.34932 -0.82934
H 2.10569 4.41855 -1.07358
H 3.62038 2.87824 -3.27113
H 3.74264 4.60561 -2.96031
H 2.23636 3.92912 -3.58846
N -0.75272 1.53519 2.18902
N 0.63632 1.37219 1.83170
H -0.83020 2.19867 2.95655
H -1.12232 0.64492 2.51054
H 1.24729 1.33029 2.65062
H 0.89402 2.22331 1.33498
C -0.08593 -2.75644 -1.53329
C 0.44974 -2.51281 -0.13185
C 1.20221 -3.71353 0.42284
C -0.46285 -1.80866 0.79663
H 0.71701 -3.00054 -2.22839
H -0.63848 -1.90086 -1.91889
H -0.76411 -3.60957 -1.49208
H 1.40296 -1.70571 -0.35940
H 0.52363 -4.56733 0.42775
H 1.54717 -3.55337 1.44087
H 2.05741 -3.97017 -0.20125
H -0.52766 -2.20573 1.80572
H -1.43865 -1.51043 0.41916
*
```

Properties
- Frontier orbital gap (spin up / spin down): 6.3 / 4.7 eV
- ΔE to the lowest compared entry with this formula, charge and spin: 0.00 kJ/mol
- ⟨S²⟩: 0.755
- E: -142209.960 eV
- LUMO (spin up / spin down): -8.52 / -10.16 eV